(1)
ORCA calculation (ωB97M-V with the def2-TZVPD basis set) on a structure of composition C6H8LiNaO6 in a non-equilibrium geometry.

Its total charge is 0. The value obtained for the lowest unoccupied orbital energy is -1.50 eV. The HOMO energy comes out at -6.46 eV. As for the energy relative to the best compared isomer or geometry (same formula, charge and spin): 53.5 kcal per mole.

CARTESIAN COORDINATES (ANGSTROEM)
O  -1.58271  -0.42448  1.68542
C  -0.48765  -0.99025  1.13143
C  -2.66191  -0.22478  0.74613
O  -0.07716  -0.10182  0.13485
O  -1.57919  -2.20837  0.10746
C  -2.80667  -1.55578  -0.00465
H  -2.40867  0.58108  0.04518
H  -3.55305  0.01470  1.33949
H  -3.15711  -1.33282  -1.03032
H  -3.58800  -2.16991  0.48046
O  2.16325  0.14340  0.68770
C  1.26348  -0.21635  -0.31724
C  2.16661  1.55551  0.76180
O  1.52902  -1.37206  -0.86967
O  1.40078  0.83215  -1.30207
C  1.99817  1.97803  -0.70403
H  3.11624  1.88214  1.19792
H  1.33087  1.90987  1.38423
H  2.96102  2.17390  -1.19436
H  1.34057  2.84835  -0.81940
Li  0.13107  -2.59368  -0.51553
Na  2.50104  -0.72886  -2.94479

Here are the Löwdin charges for atoms 1 to 8, given in e: -0.110 -0.145 -0.160 -0.033 -0.350 -0.308 0.108 0.119

---

(2)
ORCA calculation (ωB97M-V with the def2-TZVPD basis set) on a structure of composition C21H27NO5S in a non-equilibrium geometry.

Its total charge is 0. The value obtained for the lowest unoccupied orbital energy is 0.22 eV. The HOMO energy comes out at -8.30 eV. As for the energy relative to the best compared isomer or geometry (same formula, charge and spin): 395.2 kcal per mole.

CARTESIAN COORDINATES (ANGSTROEM)
C  8.62379  0.96410  -0.87871
C  8.49320  -0.34553  -0.20637
C  7.12324  -0.85872  -0.49352
C  5.87443  -0.13901  0.06186
C  4.49996  -0.97932  -0.24763
O  3.41951  -0.03780  0.48128
C  2.09270  -0.48476  0.57537
C  1.70714  -1.53943  -0.24803
C  0.32706  -1.84367  -0.18069
C  -0.50143  -1.02973  0.44876
C  -0.14228  0.41371  1.02427
C  1.15392  0.61872  0.87818
H  1.64796  1.26172  1.29100
H  -0.76186  0.98724  1.49715
C  -1.98031  -1.41349  0.43232
O  -2.36579  -2.40471  1.33715
N  -2.86060  -0.81258  -0.05814
C  -2.59670  0.41861  -0.88313
C  -3.00299  1.87672  -0.52364
C  -4.05044  2.68288  -0.86985
C  -4.20087  3.68768  -0.14314
C  -3.43401  3.48428  1.12835
O  -2.68271  2.34516  0.79200
H  -3.15364  3.94353  2.06486
H  -4.79084  4.72001  -0.38051
H  -4.44986  2.56801  -1.93318
H  -1.45865  0.34512  -1.01851
H  -2.90484  0.46074  -2.00722
C  -4.36789  -1.08010  0.16969
C  -5.14360  -0.89231  -1.08071
H  -5.04738  -1.50372  -1.96508
H  -5.15643  0.11927  -1.69980
S  -6.82616  -0.95475  -0.40794
O  -7.64619  0.03175  -0.83207
O  -7.45408  -2.34946  -0.71113
C  -6.32594  -0.67314  1.36553
C  -4.94404  -0.30231  1.05620
H  -5.02540  0.78002  1.28207
H  -4.41595  -0.41747  2.15987
H  -7.18687  -0.10391  1.93900
H  -6.30625  -1.95807  1.89719
H  -4.39526  -2.03894  0.55377
H  -0.06281  -2.85281  -0.45575
H  2.36494  -2.40777  -0.53869
H  4.36488  -1.70251  0.36409
H  4.44644  -1.05452  -1.17452
H  5.85776  0.74945  -0.37326
H  6.10534  -0.06981  1.19148
H  6.85620  -0.98929  -1.64639
H  6.79671  -1.87340  0.04452
H  8.48006  -0.10735  0.82001
H  9.12717  -1.01615  -0.55075
H  9.77913  1.37367  -0.90765
H  7.96177  1.65906  -0.52616
H  8.53883  0.74508  -1.91385

Here are the Löwdin charges for atoms 1 to 8, given in e: -0.113 -0.281 -0.249 -0.153 0.010 -0.090 -0.191 -0.015

---

(3)
ORCA calculation (ωB97M-V with the def2-TZVPD basis set) on a structure of composition C2H4N4.

Its total charge is 0. The value obtained for the lowest unoccupied orbital energy (alpha / beta) is -1.04 / -1.04 eV. The HOMO energy (alpha / beta) comes out at -9.21 / -9.21 eV. As for the energy relative to the best compared isomer or geometry (same formula, charge and spin): 148.1 kcal per mole.

CARTESIAN COORDINATES (ANGSTROEM)
C  0.24768  1.29130  0.54431
N  0.50222  0.03089  -0.00896
C  -0.65442  -0.73072  0.12488
N  -0.62752  -1.61376  -0.92477
N  0.55133  -1.46993  -1.47181
N  1.28341  -0.48733  -0.93697
H  -1.18283  0.42405  0.58935
H  -0.37402  1.92787  -0.07940
H  1.07280  1.79958  1.04800
H  -0.81866  -1.17194  1.11537

Here are the Löwdin charges for atoms 1 to 8, given in e: -0.018 -0.218 -0.273 0.021 -0.034 0.055 0.192 0.065

---

(4)
ORCA calculation (ωB97M-V with the def2-TZVPD basis set) on a cluster of 3 separate species, C25H45FN4O2S in total in a non-equilibrium geometry.

Its total charge is 0. The value obtained for the lowest unoccupied orbital energy (alpha / beta) is 0.54 / 0.11 eV. As for the spin multiplicity: 3. The HOMO energy (alpha / beta) comes out at -8.19 / -9.33 eV.

CARTESIAN COORDINATES (ANGSTROEM)
C  0.44411  -0.90245  -3.40639
C  1.84121  -0.75966  -3.95979
F  1.82508  -1.00105  -5.34662
C  2.86501  -1.67971  -3.26096
C  3.63262  -2.62997  -4.19107
C  4.95450  -2.90570  -3.62416
N  5.99643  -3.11573  -3.18486
C  2.94677  -4.00577  -4.48583
S  1.85957  -4.07149  -5.95682
C  2.16247  -4.47059  -3.35205
N  1.51263  -4.81428  -2.47069
H  0.04249  -1.88290  -3.66476
H  -0.19873  -0.14437  -3.84649
H  0.47637  -0.76919  -2.32908
H  2.15989  0.27786  -3.83848
H  2.37877  -2.23728  -2.46424
H  3.59453  -1.03167  -2.77708
H  3.80152  -2.13179  -5.14560
H  3.73657  -4.73579  -4.66059
H  2.46999  -3.09277  -6.62372
C  0.59570  5.36519  -1.68577
C  -0.15481  4.02806  -1.83370
C  -1.43467  4.02393  -0.99570
C  -1.18196  3.91046  0.50767
C  -0.29470  2.70675  0.82062
C  1.01103  2.68993  0.03040
N  0.69670  2.86628  -1.42133
O  0.33098  1.76108  -1.97696
C  1.98234  3.76576  0.54204
C  1.70203  1.34362  0.21117
C  -0.50049  3.85796  -3.30734
H  1.64504  5.25641  -1.96005
H  0.15525  6.10462  -2.35339
H  0.54269  5.78457  -0.68403
H  -2.05600  3.17991  -1.31165
H  -1.99725  4.93254  -1.22081
H  -0.73255  4.82804  0.89633
H  -2.13699  3.80077  1.02468
H  -0.05998  2.67851  1.88720
H  -0.84873  1.79076  0.59754
H  2.84501  3.85135  -0.11956
H  2.34507  3.47902  1.52867
H  1.53445  4.74905  0.64933
H  1.05010  0.51092  -0.04632
H  1.99255  1.23385  1.25558
H  2.60151  1.28000  -0.40347
H  0.40296  3.80346  -3.91651
H  -1.08238  4.71970  -3.63255
H  -1.09040  2.96294  -3.48942
C  -3.75849  -0.83921  3.03387
C  -2.28226  -0.62832  3.42349
C  -1.38296  -0.69537  2.19061
C  -1.21624  -2.10806  1.63112
C  -0.74879  -3.07400  2.71995
C  -1.63868  -3.06053  3.96397
N  -1.81976  -1.64554  4.41735
O  -0.83624  -1.22389  5.13674
C  -2.98585  -3.74400  3.67991
C  -0.97056  -3.83702  5.09063
C  -2.17592  0.74883  4.06605
H  -4.34757  -1.15360  3.89537
H  -4.17742  0.09941  2.67216
H  -3.89780  -1.56560  2.23696
H  -0.39477  -0.30083  2.45081
H  -1.79378  -0.03536  1.42338
H  -2.14959  -2.45766  1.18231
H  -0.48220  -2.09263  0.82313
H  -0.70935  -4.09365  2.33164
H  0.27121  -2.80797  3.01408
H  -3.67413  -3.59707  4.51294
H  -2.82489  -4.81551  3.56424
H  -3.47126  -3.40331  2.77023
H  0.02962  -3.46863  5.30405
H  -0.89314  -4.88394  4.79802
H  -1.55909  -3.77796  6.00689
H  -2.77201  0.80181  4.97793
H  -2.55350  1.49275  3.36368
H  -1.14888  1.00572  4.31509

Here are the Löwdin charges for atoms 1 to 8, given in e: -0.038 -0.345 -0.065 -0.094 -0.297 -0.194 0.173 -0.586

---

(5)
ORCA calculation (ωB97M-V with the def2-TZVPD basis set) on a cluster of 2 separate species, C8H10INO4 in total in a non-equilibrium geometry.

Its total charge is 0. The value obtained for the lowest unoccupied orbital energy is 0.49 eV. The HOMO energy comes out at -8.90 eV. As for the energy relative to the best compared isomer or geometry (same formula, charge and spin): 0.0 kcal per mole.

CARTESIAN COORDINATES (ANGSTROEM)
C  -0.70657  -1.87934  -2.22446
C  2.41800  -0.39139  1.39651
C  2.15584  -1.05401  0.30478
C  1.20102  1.98604  -0.64961
C  -1.09215  -1.52326  0.06079
C  -2.05045  -2.57859  -0.51585
C  0.63093  3.18897  0.04811
C  0.74667  -0.28926  -1.05822
N  -0.29058  -1.20127  -1.09481
O  -0.24631  -1.77592  -3.31979
O  2.22428  1.93655  -1.26727
O  -1.73744  -2.67409  -1.89679
O  0.38032  0.91590  -0.48517
I  2.93757  -2.84163  -0.39820
H  3.17013  -0.70875  2.10537
H  1.92358  0.54289  1.62059
H  -1.61602  -0.63659  0.43054
H  -0.45904  -1.91788  0.86176
H  -1.90887  -3.56401  -0.06352
H  -3.10065  -2.28879  -0.41966
H  0.49195  3.99045  -0.67383
H  1.34108  3.53733  0.79484
H  -0.31531  2.94125  0.51818
H  1.31989  -0.22017  -1.97822

Here are the Löwdin charges for atoms 1 to 8, given in e: -0.527 -0.115 -0.710 -0.526 -0.085 -0.107 0.031 -0.164

---

(6)
ORCA calculation (ωB97M-V with the def2-TZVPD basis set) on a structure of composition C33H43FeN3O2P2S2 in a non-equilibrium geometry.

Its total charge is 0. The value obtained for the lowest unoccupied orbital energy (alpha / beta) is -0.31 / -0.34 eV. As for the spin multiplicity: 5. The HOMO energy (alpha / beta) comes out at -6.96 / -7.04 eV. As for the energy relative to the best compared isomer or geometry (same formula, charge and spin): 0.8 kcal per mole.

CARTESIAN COORDINATES (ANGSTROEM)
Fe  -0.10928  0.21704  -0.36570
C  1.89310  -1.54005  3.71868
C  0.48260  -1.54442  3.13856
C  0.44831  -2.69751  2.12275
P  -0.09115  -0.02923  2.23764
C  0.26149  1.36529  3.39108
C  1.67062  1.88462  2.98535
C  -0.69553  2.56127  3.53663
C  -1.88567  -0.42061  2.22247
C  -2.75821  -0.23539  3.28147
C  -4.12907  -0.24292  3.15839
C  -4.62763  -0.57643  1.89672
C  -3.79462  -0.82593  0.79603
C  -2.41111  -0.80724  0.96623
N  -1.57862  -1.03923  -0.10130
C  -2.00885  -1.91891  -1.05583
C  -2.77456  -3.09952  -0.75727
C  -3.36464  -3.85473  -1.72284
C  -3.06861  -3.63781  -3.07366
C  -2.05570  -2.72281  -3.38510
C  -1.55397  -1.79893  -2.38222
P  -0.41947  -0.43947  -2.69217
C  -1.08832  0.68989  -4.09056
C  -2.51638  1.09337  -3.60983
C  -0.31904  2.01205  -4.16754
C  1.02693  -1.27994  -3.33474
C  1.05391  -1.74131  -4.79841
C  1.45768  -2.45308  -2.39803
H  2.13773  -2.48467  4.11632
H  2.05714  -0.75546  4.46810
H  2.62190  -1.31710  2.87912
H  -0.25076  -1.75478  3.88555
H  1.31865  -2.52616  1.42438
H  -0.48620  -2.79485  1.54096
H  0.63410  -3.60281  2.63057
H  0.36174  0.98385  4.37190
H  1.61184  2.32673  1.98527
H  2.36182  1.07307  2.96191
H  1.97421  2.58243  3.76209
H  -0.73424  3.06567  2.54717
H  -0.40029  3.35051  4.24858
H  -1.69580  2.34405  3.76668
H  -2.43540  0.02087  4.23495
H  -4.68703  -0.07968  4.02210
H  -5.69382  -0.65235  1.64672
H  -4.26900  -1.10479  -0.14163
H  -2.92548  -3.43308  0.24953
H  -3.91538  -4.71902  -1.50274
H  -3.48178  -4.27929  -3.80376
H  -1.72376  -2.69681  -4.44157
H  -1.24645  0.09203  -5.02622
H  -2.50932  1.53595  -2.61665
H  -3.20592  0.22685  -3.65310
H  -2.97922  1.85349  -4.27964
H  -0.15551  2.45798  -3.18364
H  -0.79658  2.71567  -4.81435
H  0.69036  1.94636  -4.58291
H  1.84306  -0.45819  -3.21830
H  0.36878  -2.58438  -5.02066
H  2.06083  -2.04587  -5.00757
H  0.80995  -0.89733  -5.46942
H  0.76861  -3.29056  -2.59932
H  1.16618  -2.27159  -1.37383
H  2.54389  -2.77463  -2.53273
C  -3.51172  2.86510  1.71381
C  -2.64569  2.21731  0.74750
N  -1.87995  1.80423  0.00747
H  -4.48314  3.09528  1.31966
H  -3.03457  3.81153  2.07128
H  -3.68558  2.13313  2.49161
O  3.96626  -1.43707  0.84059
S  3.89468  -0.48654  -0.24430
O  4.52386  -0.83490  -1.47882
N  2.34862  0.15613  -0.48824
C  2.43367  1.46806  -0.31982
S  0.98626  2.38124  -0.68316
C  3.64400  2.00847  0.21814
C  3.93167  3.34866  0.50179
C  5.29973  3.60441  0.82324
C  6.23609  2.58411  0.97701
C  5.87343  1.22731  0.76485
C  4.59394  1.02973  0.34212
H  3.21684  4.16689  0.33038
H  5.66089  4.60279  0.99429
H  7.30792  2.84732  1.21182
H  6.53975  0.43663  0.86810

Here are the Löwdin charges for atoms 1 to 8, given in e: 0.342 -0.107 -0.523 -0.113 1.099 -0.509 -0.115 -0.101

---

(7)
ORCA calculation (ωB97M-V with the def2-TZVPD basis set) on a cluster of 2 separate species, C4H10O3 in total.

Its SMILES is OC[C@H]1CO1.CO. Its total charge is 0. The value obtained for the lowest unoccupied orbital energy is 0.90 eV. The HOMO energy comes out at -10.17 eV. As for the energy relative to the best compared isomer or geometry (same formula, charge and spin): 57.0 kcal per mole.

CARTESIAN COORDINATES (ANGSTROEM)
C  3.00785  0.63797  0.54534
O  1.97896  -0.09333  1.17053
C  -0.21708  -0.16337  -1.02980
C  -1.01594  -0.67901  0.07579
O  -0.48333  0.65259  0.12508
C  -2.52668  -0.71037  -0.01076
O  -3.01099  0.34226  -0.80610
H  3.95750  0.16634  0.81242
H  3.04191  1.68528  0.87872
H  2.92396  0.63382  -0.55411
H  -0.71870  0.17106  -1.93401
H  0.81989  -0.47988  -1.11927
H  -0.54380  -1.37044  0.77408
H  1.14758  0.38873  1.02565
H  -2.94549  -0.67428  1.00739
H  -2.85384  -1.64780  -0.47235
H  -2.56183  1.14043  -0.48858

Here are the Löwdin charges for atoms 1 to 8, given in e: -0.173 -0.136 -0.082 -0.254 -0.085 -0.213 -0.054 0.078

---

(8)
ORCA calculation (ωB97M-V with the def2-TZVPD basis set) on a structure of composition C5H11NO2P2 in a non-equilibrium geometry.

Its total charge is 0. The value obtained for the lowest unoccupied orbital energy is 0.58 eV. The HOMO energy comes out at -7.84 eV. As for the energy relative to the best compared isomer or geometry (same formula, charge and spin): 8.6 kcal per mole.

CARTESIAN COORDINATES (ANGSTROEM)
C  -0.01019  0.30285  0.57927
C  -0.45892  1.28475  -0.21849
C  -1.58296  0.43333  -0.54054
C  -2.94554  0.84107  -0.08945
C  -0.88782  -1.95352  0.00685
N  -1.08661  -0.55799  0.43171
O  1.15119  0.10326  1.29652
O  1.92501  1.56887  -0.68435
P  3.60220  -0.96241  -0.28090
P  2.42342  0.71519  0.35613
H  -0.17923  2.31958  -0.57345
H  -1.61821  -0.06201  -1.50267
H  -3.28296  1.80184  -0.57558
H  -2.57206  0.99349  0.98825
H  -3.76294  0.16231  -0.27248
H  -1.15710  -2.25312  -1.06073
H  0.08508  -2.31233  0.20923
H  -1.59389  -2.65650  0.59655
H  4.38305  -0.98278  0.97236
H  4.44157  -0.18709  -1.06608
H  3.12693  1.40120  1.42785

Here are the Löwdin charges for atoms 1 to 8, given in e: -0.403 -0.006 -0.406 -0.049 -0.058 -0.072 -0.192 -0.385

---

Question: total charge of number 7 (C4H10O3)?
Answer: 0